Formula: C5H8N2
Source: the OMol25 dataset
Level of theory: wB97M-V/def2-TZVPD

Computed properties:
* total charge: 0
* E_tot: -304.72916 Eh
* relative energy (zero: lowest compared OMol25 entry of this formula, charge and spin): 66.7 kcal/mol

CARTESIAN COORDINATES (ANGSTROEM)
C (0.8178, -0.8688, 1.0591)
C (0.3582, 0.5612, 1.0608)
N (0.0078, 1.3070, -0.6817)
C (-1.1585, 0.6421, -0.2435)
C (-1.3120, -0.5059, -1.0146)
N (-0.2833, -0.5999, -1.8777)
C (0.4717, 0.4792, -1.6392)
H (1.6674, -0.9567, 1.7460)
H (0.0358, -1.5678, 1.3661)
H (1.1699, -1.1635, 0.0648)
H (1.1701, 1.2790, 1.0896)
H (-0.3500, 0.8010, 1.8540)
H (-1.8882, 1.1648, 0.3586)
H (-2.0980, -1.2478, -0.9638)
H (1.3911, 0.6762, -2.1784)

Force components x, y, z for each atom (eV/Å):
-0.037 0.029 -0.054
0.278 -0.051 0.310
-0.055 -0.175 -0.143
-0.242 -0.045 -0.097
-0.074 0.030 0.055
-0.025 0.197 0.175
0.127 -0.045 -0.018
-0.086 0.030 -0.091
0.093 0.173 -0.067
-0.016 0.002 0.104
-0.049 -0.122 0.036
0.041 0.001 -0.259
0.082 -0.115 -0.050
0.094 0.089 -0.031
-0.132 0.002 0.132